# 1
This record from OMol25 describes C7H7NO3 as an isolated structure. The level of theory is ωB97M-V/def2-TZVPD.

Element x y z (Å)
C 1.261 0.883 -0.056
C -0.097 0.950 0.009
C -0.977 -0.046 -0.056
C -0.403 -1.382 -0.057
C 0.886 -1.600 -0.147
C 1.831 -0.513 0.026
C -2.368 0.134 -0.008
H 3.129 1.540 0.353
H 1.765 2.635 0.802
H -0.471 2.275 0.161
H -1.020 -2.198 -0.253
H 1.484 -2.814 0.066
H 3.367 -1.874 -0.056
H -2.676 -1.548 0.174
N 2.284 1.794 -0.003
O 3.270 -0.662 0.014
O -3.230 -0.778 0.313
O -2.835 1.298 -0.263

Values from the calculation:
gap between HOMO and LUMO = 0.3088 hartree
ΔE to the lowest compared entry with this formula, charge and spin = 133.71 kcal per mole
molecular weight = 153.1 g mol⁻¹
F_max = 9.5 eV/Å
energy = -551.23243 Eh
E_LUMO = -0.0548 eV

These are the Löwdin partial charges, in e, on atoms 1 to 4: atom 1 (C): -0.311, atom 2 (C): -0.008, atom 3 (C): -0.178, atom 4 (C): -0.075

# 2
This record from OMol25 describes C9H22Cl2O3P2Sc as an isolated structure. The level of theory is ωB97M-V/def2-TZVPD.

Element x y z (Å)
Sc 0.105 -0.403 0.688
H -1.813 -1.077 0.734
H -1.972 -0.298 0.730
P -0.133 -2.663 -0.755
P -0.190 2.155 -1.012
C 1.253 3.142 -0.568
H 0.998 4.157 -0.895
H 1.380 3.128 0.519
H 2.140 2.794 -1.105
C -0.524 2.670 -2.700
H -1.516 2.331 -3.029
H -0.524 3.773 -2.659
H 0.273 2.339 -3.377
C -1.447 3.082 -0.093
H -1.196 3.076 0.973
H -1.378 4.105 -0.484
H -2.446 2.684 -0.292
C -0.281 -3.097 -2.520
H -0.332 -4.186 -2.657
H -1.186 -2.654 -2.949
H 0.579 -2.714 -3.075
C 1.244 -3.755 -0.248
H 1.374 -3.708 0.843
H 1.019 -4.792 -0.550
H 2.175 -3.421 -0.726
C -1.544 -3.626 -0.078
H -2.491 -3.205 -0.443
H -1.464 -4.680 -0.395
H -1.546 -3.567 1.020
C 2.363 -0.628 0.590
O 3.499 -0.750 0.788
H 0.124 0.592 -1.071
Cl 2.141 1.235 4.791
C 0.571 1.639 4.093
Cl 0.427 3.364 3.625
C 0.253 0.750 2.870
O 0.235 -0.521 2.895
O 0.062 1.336 1.730
H -0.232 1.393 4.792

Values from the calculation:
gap between HOMO and LUMO (spin up / spin down) = 0.1988 / 0.2021 hartree
ΔE to the lowest compared entry with this formula, charge and spin = 13.15 kcal per mole
molecular weight = 356.1 g mol⁻¹
F_max = 2.6 eV/Å
energy = -2945.37594 Eh
total charge = +1
E_LUMO (spin up / spin down) = -3.3110 / -3.2703 eV

These are the Löwdin partial charges, in e, on atoms 1 to 4: atom 1 (Sc): 0.362, atom 2 (H): 0.061, atom 3 (H): 0.116, atom 4 (P): 0.746

# 3
This record from OMol25 describes a 2-piece molecular cluster, C4H6NO2 overall. The level of theory is ωB97M-V/def2-TZVPD.

Element x y z (Å)
O -1.529 -1.456 -0.757
C -1.342 -2.033 0.333
O -0.296 -2.108 1.011
H -2.232 -2.609 0.740
C 1.454 1.795 -0.358
C 1.674 0.800 -1.276
C -0.541 1.054 0.648
N 0.583 1.846 0.656
H 2.100 2.682 -0.455
H 1.167 -0.156 -1.243
H 2.402 0.971 -2.070
H -0.688 0.319 1.427
H -1.317 1.223 -0.096

Values from the calculation:
gap between HOMO and LUMO (spin up / spin down) = 0.1670 / 0.2137 hartree
molecular weight = 100.1 g mol⁻¹
F_max = 0.8 eV/Å
2S+1 = 2
energy = -361.09105 Eh
total charge = -2
E_LUMO (spin up / spin down) = 7.4237 / 7.3906 eV

These are the Löwdin partial charges, in e, on atoms 1 to 4: atom 1 (O): -0.160, atom 2 (C): -0.735, atom 3 (O): -0.164, atom 4 (H): 0.066